Record 1
73
Properties=species:S:1:pos:R:3:forces:R:3:mulliken_spin:R:1 method="wB97M-V/def2-TZVPD" s_squared=3.785 homo_lumo_gap_ev="3.103 / 2.379" spin_multiplicity=4 e_homo_ev="-3.749 / -3.108"
P -0.258767 -1.697087 -4.708239 -0.9 1.0 0.5 0.065
P 0.193850 2.298934 -5.175562 0.1 0.8 -0.2 0.044
C -0.644313 -0.431829 -5.993605 0.2 0.0 -1.0 -0.009
C 0.335020 0.766486 -6.193119 -0.1 -0.5 -0.4 0.008
H -1.694819 -0.096875 -5.881184 0.6 -0.3 0.0 0.001
H -0.629736 -0.992231 -6.948352 0.0 0.2 0.2 0.000
H 1.388505 0.432911 -6.178981 -0.5 0.2 0.1 0.004
H 0.166773 1.156730 -7.213366 -0.1 0.0 0.2 0.000
C -1.320086 3.045650 -5.858332 -0.1 0.2 -0.2 0.016
H -1.761450 3.762026 -5.151760 0.1 -0.3 -0.2 0.002
H -2.065253 2.276881 -6.118233 0.3 0.3 0.2 -0.002
H -1.025420 3.569297 -6.778560 -0.2 -0.1 0.2 0.001
C 1.541880 3.332773 -5.784688 0.1 -0.1 -0.3 0.006
H 1.256852 3.674145 -6.787139 0.3 0.0 0.2 0.000
H 2.457045 2.732798 -5.847762 -0.1 0.3 0.1 0.000
H 1.688673 4.193177 -5.114979 0.0 -0.4 -0.3 0.000
C -1.347229 -3.095273 -5.059892 0.1 -0.2 -0.6 -0.005
H -1.259770 -3.824849 -4.240150 0.0 0.3 -0.2 0.001
H -1.029694 -3.569719 -6.001864 -0.2 0.0 0.3 -0.001
H -2.390896 -2.766650 -5.152943 0.3 -0.1 0.1 0.001
C 1.419431 -2.293615 -4.997115 0.2 -0.2 -0.1 -0.012
H 2.158027 -1.481447 -5.039626 -0.3 -0.2 0.2 -0.002
H 1.451196 -2.854083 -5.940927 -0.1 0.1 0.1 -0.001
H 1.691990 -2.974951 -4.178018 -0.1 0.2 -0.2 -0.003
Co 1.511180 -1.156881 -0.407041 -0.4 0.2 -1.6 2.071
C 0.180212 2.659992 -3.364805 0.9 -1.0 0.5 0.053
C -1.168043 2.357294 -2.914294 -0.3 0.6 1.0 0.640
C -1.887518 1.156670 -3.295852 -1.0 -0.8 0.1 0.105
C -1.609573 -0.150357 -2.492062 -0.7 -0.4 -0.5 0.102
C -0.519448 -1.113424 -3.015318 1.4 -0.2 1.6 -0.052
C 0.896329 -0.754591 -2.529301 0.4 -0.8 0.5 0.070
C 1.522539 0.429362 -3.169606 0.2 -0.4 -0.3 0.010
C 1.283280 1.826841 -2.589865 0.2 0.5 -0.1 0.118
C 1.450419 -2.843179 0.448948 0.2 -1.7 0.5 -0.065
H 0.440280 3.726105 -3.225812 -0.2 -0.3 -0.5 0.019
H -1.558774 2.900879 -2.060320 0.1 0.1 0.0 -0.065
H -1.763850 0.913926 -4.358228 -0.1 0.2 0.1 -0.035
H -2.958607 1.393760 -3.154543 0.3 -0.3 -0.2 0.024
H -1.329160 0.068023 -1.449547 0.0 -0.2 -0.3 -0.008
H -2.565395 -0.708365 -2.445384 0.3 0.3 0.0 -0.019
H -0.768959 -2.069203 -2.509732 0.3 0.2 -0.1 -0.030
H 1.566835 -1.634987 -2.618751 -0.5 0.5 0.1 -0.052
H 1.153744 0.424566 -4.216452 0.4 0.6 -0.1 -0.003
H 2.614972 0.262777 -3.266871 -0.4 0.1 0.3 0.009
H 0.995401 1.776780 -1.526954 0.1 -0.1 -0.4 -0.031
H 2.245577 2.360057 -2.630822 -0.3 0.2 0.0 0.001
H 2.272981 -2.887437 1.190406 -0.2 -0.2 -0.2 0.022
H 1.544415 -3.664565 -0.279589 0.0 -0.3 0.6 -0.013
H 0.488838 -2.898080 0.990198 0.2 -0.2 -0.2 0.003
C -2.091982 1.253981 5.143323 -0.1 0.2 0.3 0.000
C -2.093257 0.817556 3.692557 0.1 0.0 -0.5 0.000
C -0.709541 0.604682 3.037840 -0.8 0.2 0.2 0.004
C 0.180594 -0.401742 3.831826 0.0 -0.2 -0.7 0.004
C 0.903014 0.127324 5.053375 0.1 0.1 0.3 0.000
C 0.015441 1.937511 2.836117 0.6 0.6 -0.1 -0.001
O -0.194593 2.976659 3.444238 0.1 -0.8 -0.4 -0.001
N 1.016264 1.898909 1.852224 0.2 0.9 0.9 0.008
C 1.261637 0.817730 1.029919 -0.6 -2.0 -0.8 -0.071
O 2.299518 0.678299 0.327460 -0.5 1.7 1.0 0.026
N 0.290566 -0.113361 0.914581 -0.7 1.7 0.5 0.042
C -0.904958 0.086154 1.595062 1.1 -0.2 -1.1 -0.004
O -1.992596 -0.104180 1.065970 0.3 -0.1 0.7 0.009
H -1.825300 0.434551 5.820563 0.0 0.2 -0.1 0.000
H -3.102362 1.580895 5.409204 0.1 0.0 0.1 0.000
H -1.411971 2.100979 5.289222 -0.2 -0.2 0.1 0.000
H -2.655327 -0.121851 3.595384 0.2 0.2 -0.1 0.000
H -2.632646 1.562510 3.091700 0.1 -0.2 0.1 0.000
H -0.471926 -1.240950 4.107836 0.1 0.1 0.0 0.001
H 0.919492 -0.815758 3.132009 -0.2 0.0 0.2 -0.003
H 0.211172 0.523134 5.801028 0.3 0.0 -0.1 0.000
H 1.465415 -0.690511 5.516669 0.0 0.1 -0.1 0.000
H 1.617698 0.914705 4.787716 -0.1 -0.1 0.1 0.000
H 1.667460 2.674915 1.820875 -0.2 -0.1 0.1 0.000

Record 2
78
Properties=species:S:1:pos:R:3:forces:R:3:mulliken_spin:R:1 method="wB97M-V/def2-TZVPD" s_squared=6.033 homo_lumo_gap_ev="6.658 / 4.763" spin_multiplicity=5 e_homo_ev="-6.551 / -7.067"
Rh -0.194400 1.299433 -0.591023 0.0 -0.1 -1.1 1.547
S -5.480095 -1.914151 -4.606546 0.1 0.0 0.0 0.065
C -4.021313 -1.381356 -4.092778 0.2 0.2 0.0 -0.006
S -2.693784 -2.427788 -3.664425 0.1 0.6 -0.1 0.016
C -1.550605 -1.170676 -3.199505 0.4 -0.9 0.0 0.155
C -2.008583 0.110596 -3.226850 -0.6 0.8 0.0 0.004
S -1.199136 1.539241 -2.778027 0.0 0.0 0.2 0.412
S -3.642811 0.299744 -3.880924 0.5 -0.5 -0.3 -0.009
S 0.062100 -1.710378 -2.897561 -0.4 0.1 0.7 0.183
C 1.864547 -0.317298 3.060251 0.4 0.2 -0.3 0.164
Si 3.357162 0.029450 1.934431 0.3 0.1 0.5 0.575
C 4.902991 -0.857664 2.643851 -0.5 0.2 -0.2 0.059
C 3.807309 1.885931 1.878667 -0.3 -0.4 0.0 0.122
Si 0.702231 -0.842128 -0.837346 0.8 0.1 -1.3 0.220
Si 2.742909 0.582796 -2.190564 -0.7 -0.6 0.3 0.121
C 4.466710 -0.021516 -1.625145 -0.6 0.4 -0.2 0.092
C 2.370840 2.423317 -1.844126 0.0 -0.4 0.0 0.014
C 2.576549 0.282398 -4.068336 0.0 0.1 0.6 0.027
Si 1.371864 -3.082916 -0.111544 0.0 -0.4 0.2 0.059
C 3.240686 -3.319120 0.231255 -0.7 0.2 -0.1 0.086
C 0.859610 -4.446962 -1.359426 0.1 0.6 0.3 0.016
C 0.401319 -3.409132 1.513695 0.3 0.2 -0.5 0.022
H 1.992101 0.188148 4.017414 0.1 0.1 0.2 0.026
H 1.770052 -1.378960 3.262518 0.0 -0.2 0.0 -0.006
H 0.932565 0.012983 2.613166 -0.2 0.1 -0.1 -0.055
H 5.410430 -0.216199 3.363700 0.0 0.2 0.1 0.018
H 5.618421 -1.107205 1.865090 0.1 0.0 -0.1 0.000
H 4.635775 -1.776825 3.159185 -0.1 -0.2 0.0 -0.005
H 3.905018 2.277808 2.894067 0.0 0.0 0.1 0.016
H 3.047187 2.466493 1.367428 0.0 0.1 -0.1 -0.017
H 4.758226 2.048851 1.379344 0.2 -0.1 -0.1 0.003
H 4.609949 0.117454 -0.558919 0.0 0.0 0.2 -0.012
H 5.247037 0.521151 -2.148848 0.2 0.2 -0.2 0.012
H 4.598842 -1.074341 -1.844133 -0.1 -0.2 -0.1 0.000
H 2.931274 2.808063 -0.999596 0.1 0.0 0.2 -0.012
H 1.298393 2.556066 -1.622801 0.5 0.2 -0.2 -0.002
H 2.588893 3.046934 -2.706619 0.1 0.0 -0.3 0.007
H 2.751920 -0.759000 -4.318362 0.0 -0.2 0.0 -0.001
H 3.280953 0.886646 -4.636196 0.2 0.2 0.1 0.005
H 1.578319 0.541866 -4.408306 -0.2 0.0 0.0 -0.004
H 3.860806 -2.936874 -0.569212 0.1 0.1 -0.2 0.002
H 3.476947 -4.371233 0.353385 -0.1 -0.3 0.0 0.004
H 3.526132 -2.807457 1.140530 0.1 0.2 0.3 -0.042
H 1.430917 -4.366757 -2.278832 0.1 0.0 -0.2 -0.002
H -0.189804 -4.359320 -1.623216 -0.2 0.0 0.0 -0.002
H 1.020988 -5.445276 -0.959874 0.1 -0.1 0.3 0.002
H 1.074264 -3.428143 2.363416 0.2 0.0 0.2 0.001
H -0.110402 -4.366609 1.491492 -0.1 -0.2 -0.1 0.002
H -0.343673 -2.642083 1.700351 -0.1 0.2 0.0 -0.007
C -7.129292 -1.279343 -1.594912 -0.2 0.0 0.1 0.002
C -5.898400 -0.638666 -1.040962 0.1 0.0 0.0 0.009
C -5.509435 0.634499 -1.440256 -0.1 0.0 0.3 -0.012
C -4.377163 1.224075 -0.907244 -0.1 0.1 0.1 0.018
C -3.639340 0.557175 0.055603 0.2 0.3 -0.3 -0.003
C -3.995974 -0.721836 0.443547 0.4 0.0 0.3 0.009
C -5.116274 -1.313111 -0.109002 0.0 0.1 0.0 0.001
S -2.143482 1.318482 0.717623 -1.1 0.0 0.1 0.046
C -2.960033 2.840956 1.373567 0.5 -0.4 -0.5 0.028
O -1.775937 0.554327 1.913676 0.2 -0.4 1.1 -0.006
H -7.379937 -0.875376 -2.570005 0.0 0.0 -0.1 -0.001
H -7.973775 -1.110584 -0.926429 -0.1 0.0 0.0 0.000
H -6.991786 -2.351119 -1.693772 0.0 -0.1 0.0 0.000
H -6.082536 1.165590 -2.186858 -0.1 0.0 -0.1 0.000
H -4.058162 2.192355 -1.262341 0.0 0.2 -0.1 0.003
H -3.388433 -1.234712 1.175938 0.0 -0.1 0.1 0.000
H -5.396579 -2.312735 0.187601 0.0 -0.1 0.1 0.000
H -3.722511 2.543961 2.083793 -0.1 -0.2 0.0 0.003
H -3.380858 3.399468 0.547309 -0.1 0.1 -0.1 0.002
H -2.196077 3.433169 1.867280 0.1 0.0 0.0 0.001
C 1.106967 4.327104 3.941269 0.0 0.0 0.0 0.004
C 0.335620 3.055875 3.571368 0.0 0.1 0.8 0.006
C 0.455170 2.769403 2.169422 0.3 -0.1 -1.1 0.038
N 0.643463 2.577146 1.048767 -0.4 0.0 0.7 -0.024
H 1.077676 4.484590 5.017064 0.0 0.0 0.0 -0.001
H 0.688623 5.200504 3.447041 -0.1 0.0 0.0 0.000
H 2.145038 4.237970 3.633707 0.1 0.0 0.0 0.000
H -0.720006 3.135909 3.844314 0.1 -0.1 -0.1 0.001
H 0.745797 2.196922 4.108694 -0.1 0.0 0.0 0.003

Record 3
90
Properties=species:S:1:pos:R:3:forces:R:3:lowdin_charge:R:1 method="wB97M-V/def2-TZVPD" relative_energy_kcal_mol=100.31 homo_lumo_gap_ev=9.580 spin_multiplicity=1 e_homo_ev=-10.124
C -0.535314 -3.431701 1.244631 -1.2 1.0 0.0 -1.512
Br -2.255641 -3.516762 2.267060 1.1 -0.3 -0.3 0.484
Br 0.802843 -2.424616 2.261120 -0.5 -0.7 -0.5 0.535
Br -1.002176 -2.503267 -0.428244 0.5 -0.4 0.4 0.510
H -0.227983 -4.440338 0.968398 0.1 0.3 0.4 -0.017
C -0.110842 -4.190872 8.884091 -0.6 -0.6 1.7 -1.464
Br -1.187540 -5.816022 8.630117 0.3 0.7 -0.2 0.508
Br 0.995367 -4.547045 10.555972 -0.5 0.5 -1.4 0.462
Br -1.276671 -2.623756 9.251947 0.9 -1.0 -0.6 0.512
H 0.522724 -4.105538 8.001241 -0.1 0.4 0.4 -0.018
C 0.551299 -10.596406 -3.111681 0.2 -0.2 -0.2 -1.511
Br 0.141328 -8.715552 -3.440573 0.3 -0.7 0.1 0.533
Br 1.956327 -10.818647 -1.710025 -0.8 0.1 -1.2 0.521
Br 0.869925 -11.564122 -4.857368 0.0 0.7 1.5 0.495
H -0.346408 -11.039347 -2.680383 0.3 0.1 -0.2 -0.037
C 8.020731 -3.323391 -0.856973 1.1 0.3 -0.6 -0.231
C 7.527746 -4.118690 -2.125928 1.4 0.7 -0.1 -0.223
C 6.475700 -5.126899 -1.732896 0.0 0.4 1.1 -0.210
S 7.129317 -5.713972 -0.103211 -0.2 -1.8 0.9 0.724
O 8.109509 -6.801345 -0.332941 -1.1 2.2 0.0 -0.349
O 6.020223 -6.034797 0.797613 0.9 0.6 -0.8 -0.362
C 7.938700 -4.100035 0.426355 -1.9 -1.3 0.0 -0.198
H 7.493315 -2.370450 -0.813868 -0.2 -0.2 0.3 0.109
H 9.067564 -3.043453 -0.974724 0.0 0.0 -0.5 0.110
H 8.397693 -4.583868 -2.589496 -0.1 -0.3 0.1 0.111
H 7.267907 -3.312417 -2.811849 -0.7 -0.5 -0.2 0.110
H 6.258293 -6.036704 -2.292429 0.6 0.2 -0.3 0.106
H 5.522085 -4.623464 -1.573949 0.0 -0.1 0.4 0.104
H 8.811637 -4.336145 1.034898 0.1 0.1 -0.5 0.106
H 7.167754 -3.655844 1.055992 0.1 -0.2 0.3 0.094
C 1.462099 4.406209 7.954337 -0.1 0.1 -0.4 -0.239
C 0.902481 4.926444 9.239433 -0.6 -0.1 1.4 -0.262
C 2.024059 4.913728 10.267122 0.5 -0.9 -0.4 -0.209
S 2.764490 3.225825 10.072476 -1.1 -1.6 -1.3 0.742
O 1.921330 2.200545 10.719048 1.4 1.6 -0.3 -0.360
O 4.223128 3.233835 10.202850 -1.7 0.1 0.2 -0.352
C 2.297636 3.141334 8.216081 1.5 0.9 0.3 -0.179
H 2.174131 5.150211 7.597167 -0.2 0.1 -0.4 0.113
H 0.618471 4.307626 7.271190 0.4 -0.3 -0.4 0.119
H 0.080812 4.272812 9.532223 0.0 -0.1 0.4 0.119
H 0.454735 5.919869 9.212359 0.2 0.1 -0.4 0.120
H 1.738169 5.164847 11.288547 0.2 -0.3 -0.1 0.109
H 2.851980 5.516275 9.893501 0.0 0.4 0.3 0.099
H 2.048567 2.162370 7.806588 -0.9 0.0 0.8 0.099
H 3.240018 3.323217 7.699426 0.3 0.0 0.3 0.081
C -7.390019 3.209517 1.595206 -1.1 -0.5 0.9 -0.257
C -7.325379 4.077393 0.371350 1.3 1.8 0.7 -0.214
C -6.382898 5.254965 0.800936 0.7 -0.4 -0.6 -0.195
S -5.036048 4.527566 1.899804 0.4 -1.6 -4.6 0.720
O -4.918606 5.251314 3.111192 0.2 0.8 1.4 -0.328
O -3.833850 4.278900 1.021307 -2.7 0.4 2.3 -0.376
C -6.004284 2.953355 2.170687 1.4 -0.1 -1.0 -0.202
H -7.898018 2.329821 1.200001 0.2 -0.6 0.9 0.116
H -8.022588 3.671075 2.353450 -0.1 0.0 0.0 0.118
H -8.286902 4.520947 0.112841 -0.1 -0.3 0.0 0.115
H -6.968774 3.466911 -0.458264 0.3 0.5 -0.2 0.120
H -6.880745 6.047684 1.359379 -0.2 -0.3 0.2 0.095
H -5.899652 5.739525 -0.047459 0.2 -0.1 0.1 0.091
H -5.771705 2.625606 3.183886 -0.9 0.3 0.2 0.100
H -5.523147 2.191983 1.556743 0.3 0.2 -0.2 0.097
C -7.691383 -1.575370 -10.058063 0.3 0.3 1.8 -0.203
C -7.943804 -2.817721 -9.132904 0.2 0.9 -0.4 -0.230
C -8.096423 -2.347741 -7.657081 0.3 0.2 -1.6 -0.193
S -6.791833 -1.000616 -7.498340 0.5 0.3 -1.6 0.709
O -5.531131 -1.474185 -6.941220 -1.4 -0.1 -0.1 -0.344
O -7.356931 0.250634 -7.042018 -0.1 -0.7 0.2 -0.343
C -6.501784 -0.864026 -9.349435 0.0 -0.7 -0.3 -0.213
H -8.551058 -0.905880 -10.028902 -0.2 0.0 0.1 0.106
H -7.555395 -1.820413 -11.111416 0.4 -0.2 0.2 0.109
H -7.077349 -3.469061 -9.247419 -0.3 -0.4 0.0 0.112
H -8.900275 -3.252376 -9.423335 0.3 -0.6 0.0 0.108
H -8.019044 -3.181648 -6.959443 0.3 0.4 0.2 0.099
H -9.117835 -1.969226 -7.696425 0.3 0.7 0.9 0.097
H -5.564405 -1.395392 -9.513978 -0.1 -0.4 0.2 0.089
H -6.248715 0.134750 -9.705085 -0.6 0.3 0.6 0.098
C 4.064701 3.610021 -2.121698 -1.0 -0.2 -0.5 -0.214
C 5.293738 4.432311 -2.291690 1.5 0.0 0.5 -0.273
C 5.044208 5.286385 -3.492461 -0.2 0.0 -1.2 -0.229
S 4.401671 4.109965 -4.753121 0.9 1.0 -0.5 0.731
O 5.568831 3.562006 -5.498018 -2.4 0.7 1.2 -0.357
O 3.272859 4.753056 -5.418591 0.9 -0.8 0.1 -0.349
C 3.847812 2.901499 -3.495159 0.7 0.0 -0.2 -0.198
H 3.312528 4.376032 -1.933117 -0.8 -0.5 0.0 0.118
H 4.073664 2.895916 -1.298243 0.1 0.1 -0.1 0.119
H 6.127650 3.740125 -2.408214 0.4 0.3 -0.3 0.122
H 5.561508 5.098805 -1.471831 -0.3 -0.2 0.4 0.123
H 5.883118 5.882503 -3.851596 0.1 -0.4 -0.2 0.111
H 4.224275 5.986553 -3.332538 -0.1 -0.1 0.2 0.104
H 4.607655 2.158432 -3.737197 0.2 -0.3 0.8 0.088
H 2.898240 2.398419 -3.677767 -0.2 0.7 -0.1 0.105